1.
{"formula": "C11H16CoO5P", "method": "ωB97M-V with the def2-TZVPD basis set", "relative_energy_ev": 0.0000, "lumo_energy_ha": [-0.3317, -0.4408], "s_squared": 6.027, "charge": 2, "multiplicity": 5, "total_energy_ha": -2528.220947, "e_homo_ha": [-0.595, -0.671], "elements": ["O", "C", "Co", "O", "C", "C", "O", "C", "O", "C", "O", "H", "C", "C", "P", "C", "C", "C", "C", "H", "H", "H", "H", "H", "H", "H", "H", "H", "H", "H", "H", "H", "H", "H"], "coordinates": [[-0.1074, 5.4427, -5.4537], [-0.1308, 4.3189, -5.2440], [0.0338, 0.6456, -1.8556], [0.1278, 2.9349, -0.0389], [0.0133, 2.3776, -1.1091], [0.2989, -1.1083, -2.6432], [0.4655, -2.1075, -3.1865], [1.7164, 1.1064, -1.9933], [2.8367, 1.3862, -2.0982], [-1.7285, 0.6771, -2.0485], [-2.8761, 0.7244, -2.2035], [-0.2875, 2.9342, -2.0454], [-2.5030, -0.0195, 1.2804], [-1.0336, 0.3020, 1.5233], [0.1200, -0.2769, 0.2128], [1.7684, 0.0494, 0.9807], [2.0086, -0.4498, 2.4051], [-0.0453, -2.1091, 0.1714], [-0.2482, -2.8658, 1.4829], [-2.9324, 0.6328, 0.5109], [-3.0540, 0.1559, 2.2132], [-2.6623, -1.0628, 0.9800], [-0.8799, 1.3900, 1.5768], [-0.6802, -0.1215, 2.4740], [2.5094, -0.3854, 0.2946], [1.8869, 1.1442, 0.9333], [2.1311, -1.5370, 2.4513], [2.9488, -0.0124, 2.7613], [1.2221, -0.1421, 3.1031], [-0.8881, -2.3062, -0.5103], [0.8615, -2.4721, -0.3351], [-1.1203, -2.5088, 2.0428], [-0.4027, -3.9231, 1.2336], [0.6310, -2.8138, 2.1334]], "lowdin_spin": [0.000, 0.003, 2.247, 0.548, 0.359, 0.122, 0.030, 0.098, 0.039, 0.075, 0.028, 0.118, 0.002, 0.039, 0.185, 0.024, 0.014, 0.035, 0.015, 0.000, 0.001, 0.001, 0.000, 0.009, 0.001, 0.000, 0.000, 0.003, 0.000, 0.001, 0.000, 0.000, 0.003, 0.000]}

---

2.
{"formula": "C11H16N", "method": "ωB97M-V with the def2-TZVPD basis set", "relative_energy_ev": 4.4577, "lumo_energy_ha": -0.2369, "charge": 1, "total_energy_ha": -483.067885, "e_homo_ha": -0.552, "elements": ["C", "C", "C", "C", "C", "C", "C", "C", "C", "C", "C", "N", "H", "H", "H", "H", "H", "H", "H", "H", "H", "H", "H", "H", "H", "H", "H", "H"], "coordinates": [[2.7834, -1.4692, 1.0283], [-2.0085, 2.2369, 0.0912], [-0.8840, 1.3537, -0.3070], [-0.7183, 0.0533, 0.7227], [0.9780, -1.0670, -0.6981], [0.4903, 0.0293, 1.3900], [1.6650, -0.4820, 0.5882], [-0.6809, -0.8394, -0.5747], [2.5881, 0.8772, 0.5994], [-1.3690, -2.2056, -0.6053], [-1.2598, 0.3220, -1.3910], [3.7280, -2.1206, 1.0174], [-2.0933, 3.1451, -0.4479], [-3.0195, 1.7405, 0.0032], [0.0230, 1.8256, -0.4529], [-1.7156, 0.0752, 1.1379], [-1.8628, 2.3982, 1.2295], [1.4302, -0.8288, -1.6574], [1.0393, -2.1237, -0.4858], [0.6304, 0.3637, 2.5454], [1.8762, 1.8323, 0.6907], [3.1490, 0.9104, -0.2801], [3.1741, 0.7386, 1.4453], [-2.3908, -2.1314, -0.2757], [-0.9440, -2.8780, 0.0946], [-1.5002, -2.6643, -1.5530], [-2.2779, 0.4195, -1.4607], [-0.8304, 0.4885, -2.3945]], "mulliken_charge": [-0.200, -1.460, 0.008, -0.214, -1.432, -1.161, 1.792, 1.289, -1.455, -1.787, -1.166, -0.373, 0.422, 0.351, 0.624, 0.920, 0.323, 0.349, 0.493, 0.366, 0.317, 0.425, 0.556, 0.452, 0.488, 0.374, 0.423, 0.277]}